one | Entry from OMol25: a 9-piece molecular cluster, C36H54O27 overall (the ωB97M-V functional and the def2-TZVPD basis).

Output
SMILES   C[C@H]1COC(=O)O1.C[C@H]1COC(=O)O1.C[C@H]1COC(=O)O1.C[C@H]1COC(=O)O1.C[C@H]1COC(=O)O1.C[C@H]1COC(=O)O1.C[C@H]1COC(=O)O1.C[C@H]1COC(=O)O1.C[C@H]1COC(=O)O1
LUMO   0.1 eV
Frontier orbital gap   9.83 eV
Charge   0
Multiplicity   1

Positions of all 117 atoms, in Å:
C 47.490 53.638 41.051
C 46.870 54.205 42.290
C 45.808 53.173 42.925
O 46.419 52.789 44.220
C 47.480 53.586 44.383
O 48.208 53.566 45.298
O 47.816 54.365 43.323
H 47.908 52.736 41.103
H 48.201 54.508 40.665
H 46.766 53.336 40.324
H 46.406 55.218 42.083
H 45.827 52.151 42.403
H 44.660 53.411 43.124
C 50.067 47.129 48.105
C 51.287 47.168 49.048
C 52.159 45.890 49.127
O 53.481 46.481 49.113
C 53.435 47.720 48.849
O 54.376 48.449 48.776
O 52.308 48.156 48.767
H 49.420 46.532 48.651
H 50.318 46.646 47.179
H 49.484 48.061 47.871
H 51.130 47.631 50.082
H 52.023 45.235 48.346
H 51.972 45.196 50.207
C 49.642 43.252 45.844
C 49.367 42.873 44.350
C 47.848 42.730 43.870
O 47.887 43.285 42.573
C 48.961 43.875 42.314
O 49.257 44.458 41.229
O 49.892 43.725 43.384
H 49.048 44.214 45.838
H 50.592 43.532 46.055
H 49.272 42.562 46.498
H 50.106 41.967 43.994
H 47.339 43.296 44.712
H 47.553 41.703 43.676
C 51.332 49.659 44.438
C 51.787 49.961 45.772
C 53.092 50.644 46.011
O 52.812 51.816 46.730
C 51.517 51.909 47.051
O 51.078 52.818 47.651
O 50.891 50.866 46.566
H 52.209 49.165 43.772
H 50.970 50.578 43.941
H 50.569 48.906 44.741
H 51.615 49.183 46.415
H 53.591 51.069 44.891
H 53.831 50.064 46.460
C 43.221 46.759 45.802
C 43.792 45.421 46.391
C 44.989 44.788 45.590
O 46.040 44.786 46.472
C 45.753 45.478 47.543
O 46.560 45.627 48.485
O 44.497 45.820 47.539
H 42.627 46.539 45.022
H 43.999 47.454 45.632
H 42.490 47.339 46.365
H 42.911 44.654 46.540
H 45.207 45.380 44.635
H 44.565 43.580 45.509
C 45.901 49.679 43.645
C 47.217 49.383 44.252
C 47.256 49.205 45.751
O 47.701 47.885 45.896
C 48.069 47.455 44.746
O 48.690 46.352 44.634
O 47.718 48.200 43.710
H 45.537 50.789 43.968
H 45.112 48.767 43.956
H 45.969 49.742 42.672
H 47.835 50.285 43.811
H 46.315 49.233 46.229
H 47.972 49.952 46.131
C 53.568 44.482 42.531
C 52.929 45.679 43.155
C 52.111 45.504 44.413
O 52.731 46.435 45.329
C 53.806 46.926 44.963
O 54.492 47.711 45.663
O 54.082 46.498 43.772
H 52.809 44.031 42.177
H 54.148 43.846 43.229
H 54.342 44.587 41.806
H 52.512 46.332 42.328
H 52.175 44.536 44.702
H 51.025 45.757 43.898
C 48.194 51.206 49.225
C 47.323 50.190 49.808
C 46.288 50.599 50.878
O 45.064 50.095 50.555
C 45.198 49.640 49.314
O 44.173 49.166 48.689
O 46.383 49.851 48.792
H 47.775 52.038 48.573
H 48.713 50.653 48.434
H 48.910 51.482 49.699
H 47.946 49.422 50.023
H 46.145 51.615 51.049
H 46.466 50.254 51.837
C 45.697 46.799 40.917
C 46.579 47.386 39.849
C 45.832 47.879 38.464
O 46.085 49.280 38.453
C 46.738 49.716 39.616
O 46.901 50.864 40.010
O 47.005 48.525 40.338
H 45.072 46.070 40.530
H 45.058 47.471 41.413
H 46.189 46.507 41.793
H 47.291 46.639 39.568
H 44.713 47.552 38.657
H 46.517 47.365 37.815

Atomic partial charges in e from the Mulliken method, atoms 1 to 6: atom 1 (C): -1.59, atom 2 (C): 0.49, atom 3 (C): 0.07, atom 4 (O): -0.28, atom 5 (C): 0.56, atom 6 (O): -0.50

---

two | Entry from OMol25: a 9-piece molecular cluster, C36H54O27 overall (the ωB97M-V functional and the def2-TZVPD basis).

Output
SMILES   C[C@H]1COC(=O)O1.C[C@H]1COC(=O)O1.C[C@H]1COC(=O)O1.C[C@H]1COC(=O)O1.C[C@H]1COC(=O)O1.C[C@H]1COC(=O)O1.C[C@H]1COC(=O)O1.C[C@H]1COC(=O)O1.C[C@H]1COC(=O)O1
LUMO   -0.2 eV
Frontier orbital gap   10.22 eV
Charge   0
Multiplicity   1

Positions of all 117 atoms, in Å:
C -3.099 0.230 -3.061
C -3.958 0.263 -4.354
C -3.154 -0.126 -5.591
O -3.690 -1.321 -6.051
C -4.699 -1.629 -5.290
O -5.313 -2.634 -5.319
O -4.804 -0.866 -4.297
H -2.248 0.910 -3.080
H -2.633 -0.746 -2.922
H -3.742 0.493 -2.221
H -4.496 1.211 -4.334
H -2.113 -0.319 -5.334
H -3.145 0.790 -6.181
C 2.132 -1.996 5.975
C 1.602 -0.511 6.237
C 2.595 0.622 6.269
O 2.265 1.173 4.982
C 1.120 0.754 4.511
O 0.596 1.329 3.546
O 0.703 -0.122 5.315
H 1.365 -2.723 5.707
H 2.647 -2.292 6.889
H 2.896 -1.942 5.200
H 1.016 -0.554 7.155
H 3.618 0.245 6.287
H 2.369 1.341 7.056
C 7.189 1.968 -3.163
C 6.614 0.733 -2.299
C 5.223 0.917 -1.763
O 4.509 0.021 -2.506
C 5.287 -0.597 -3.403
O 4.845 -1.341 -4.235
O 6.567 -0.254 -3.186
H 6.472 2.254 -3.933
H 8.099 1.800 -3.741
H 7.382 2.808 -2.496
H 7.369 0.485 -1.553
H 4.985 1.969 -1.924
H 5.298 0.633 -0.714
C -2.150 -1.662 3.894
C -3.485 -2.138 4.728
C -4.758 -2.117 3.868
O -5.400 -3.302 4.340
C -4.473 -4.137 4.858
O -4.652 -5.366 5.057
O -3.320 -3.478 4.987
H -1.780 -2.433 3.219
H -1.324 -1.559 4.598
H -2.295 -0.685 3.431
H -3.494 -1.750 5.747
H -4.520 -2.254 2.813
H -5.344 -1.205 3.982
C -3.111 -4.498 1.357
C -2.980 -3.502 0.123
C -4.289 -3.157 -0.662
O -4.440 -1.738 -0.510
C -3.428 -1.217 0.178
O -3.270 -0.066 0.600
O -2.571 -2.264 0.493
H -2.928 -3.978 2.297
H -2.355 -5.280 1.284
H -4.090 -4.936 1.548
H -2.200 -3.811 -0.573
H -5.151 -3.639 -0.203
H -4.221 -3.638 -1.637
C 3.620 4.498 -2.550
C 5.084 4.862 -2.425
C 5.694 5.423 -3.684
O 6.263 6.614 -3.486
C 5.872 6.974 -2.305
O 6.018 8.103 -1.879
O 5.123 6.017 -1.702
H 3.679 3.606 -3.173
H 3.060 5.276 -3.069
H 3.255 4.095 -1.606
H 5.671 4.059 -1.980
H 5.038 5.378 -4.553
H 6.544 4.753 -3.817
C -2.455 2.344 2.676
C -3.262 1.933 3.875
C -3.830 3.113 4.570
O -5.088 2.673 4.940
C -5.402 1.631 3.985
O -6.567 1.215 3.825
O -4.438 1.306 3.314
H -1.605 2.932 3.020
H -3.009 3.156 2.206
H -2.212 1.585 1.931
H -2.626 1.336 4.527
H -3.912 4.046 4.013
H -3.251 3.360 5.460
C 2.200 -3.500 -5.022
C 1.529 -3.250 -3.670
C 1.170 -1.853 -3.307
O -0.212 -2.017 -2.994
C -0.712 -3.211 -3.302
O -1.909 -3.602 -3.272
O 0.299 -3.931 -3.631
H 2.310 -4.578 -4.899
H 3.054 -2.900 -5.334
H 1.683 -3.311 -5.963
H 2.087 -3.648 -2.822
H 1.374 -1.286 -4.215
H 1.762 -1.520 -2.454
C 0.170 -0.474 0.944
C -0.285 0.325 -0.339
C -0.240 1.901 -0.125
O 0.472 2.343 -1.259
C 1.058 1.313 -1.877
O 1.839 1.321 -2.838
O 0.798 0.232 -1.247
H -0.441 -0.214 1.809
H 1.184 -0.221 1.254
H 0.134 -1.529 0.673
H -1.128 -0.144 -0.847
H 0.206 2.166 0.834
H -1.302 2.132 -0.204

Atomic partial charges in e from the Mulliken method, atoms 1 to 6: atom 1 (C): -0.76, atom 2 (C): 0.18, atom 3 (C): -0.27, atom 4 (O): -0.34, atom 5 (C): 0.71, atom 6 (O): -0.57

---

Bottom line: two, by a margin of 733.9 kJ/mol.

---

one | Entry from OMol25: one molecule with the formula C3H9N3 (the ωB97M-V functional and the def2-TZVPD basis).

Output
SMILES   CN/C=N/NC
LUMO   1.1 eV
Frontier orbital gap   8.73 eV
Charge   0
Multiplicity   1

Positions of all 15 atoms, in Å:
C -0.243 -1.996 2.156
N -0.020 -0.538 1.772
C -0.246 -0.228 0.464
N 0.445 0.598 -0.228
N -0.187 0.791 -1.404
C 0.487 1.781 -2.368
H -0.172 -2.096 3.272
H 0.557 -2.603 1.656
H -1.216 -2.317 1.736
H 0.896 -0.169 1.981
H -1.180 -0.613 0.019
H -1.175 1.207 -1.188
H -0.165 2.006 -3.293
H 0.738 2.740 -1.740
H 1.483 1.436 -2.834

Atomic partial charges in e from the natural (NBO) method, atoms 1 to 6: atom 1 (C): -0.42, atom 2 (N): -0.61, atom 3 (C): 0.23, atom 4 (N): -0.35, atom 5 (N): -0.48, atom 6 (C): -0.43

---

two | Entry from OMol25: one molecule with the formula C3H9N3 (the ωB97M-V functional and the def2-TZVPD basis).

Output
SMILES   [H]/N=C(\N)NCC
LUMO   1.0 eV
Frontier orbital gap   9.78 eV
Charge   0
Multiplicity   1

Positions of all 15 atoms, in Å:
H 1.198 -0.798 -2.707
N 0.580 -0.921 -1.900
C 0.928 -0.015 -1.074
N 2.132 0.672 -1.101
N 0.014 0.560 -0.152
C -0.416 -0.200 1.027
C -1.938 -0.209 1.270
H 2.335 1.164 -0.245
H 2.929 0.114 -1.376
H -0.644 1.195 -0.566
H -0.036 0.309 1.916
H -0.156 -1.233 0.803
H -2.066 -1.002 2.007
H -2.533 -0.339 0.365
H -2.327 0.703 1.733

Atomic partial charges in e from the natural (NBO) method, atoms 1 to 6: atom 1 (H): 0.33, atom 2 (N): -0.72, atom 3 (C): 0.59, atom 4 (N): -0.83, atom 5 (N): -0.72, atom 6 (C): -0.21

---

Bottom line: two, by a margin of 151.8 kJ/mol.

---

one | Entry from OMol25: one molecule with the formula C12H20N2O4 (the ωB97M-V functional and the def2-TZVPD basis).

Output
SMILES   CCCCC1([C@@H](C)OCC)C(=O)NC(=O)NC1=O
LUMO   0.7 eV
Frontier orbital gap   10.44 eV
Charge   0
Multiplicity   1

Positions of all 38 atoms, in Å:
C -3.568 -0.508 -1.819
C -3.587 -0.781 -0.264
C -2.403 -0.155 0.463
C -1.052 -0.535 -0.191
C 0.197 -0.258 0.698
C 1.552 -0.302 -0.089
C 1.723 -1.581 -0.947
O 1.604 0.795 -1.048
C 2.945 1.383 -1.193
C 3.009 1.882 -2.634
C 0.211 -1.249 1.874
O -0.064 -2.418 1.732
N 0.491 -0.922 3.164
C 0.416 0.371 3.531
O 0.349 0.697 4.685
N 0.319 1.391 2.650
C 0.076 1.148 1.326
O -0.155 2.147 0.684
H -4.487 -0.941 -2.241
H -2.672 -0.930 -2.318
H -3.555 0.546 -1.990
H -3.550 -1.849 -0.086
H -4.531 -0.459 0.168
H -2.402 -0.527 1.473
H -2.541 0.940 0.471
H -0.987 0.024 -1.166
H -1.090 -1.611 -0.440
H 2.377 -0.252 0.641
H 2.653 -1.595 -1.518
H 0.907 -1.626 -1.640
H 1.678 -2.448 -0.299
H 3.044 2.239 -0.498
H 3.778 0.704 -1.038
H 3.113 1.008 -3.308
H 3.857 2.569 -2.783
H 2.095 2.391 -2.918
H 0.258 -1.577 3.871
H -0.006 2.286 2.994

Atomic partial charges in e from the natural (NBO) method, atoms 1 to 6: atom 1 (C): -0.61, atom 2 (C): -0.38, atom 3 (C): -0.41, atom 4 (C): -0.39, atom 5 (C): -0.25, atom 6 (C): 0.14

---

two | Entry from OMol25: one molecule with the formula C12H20N2O4 (the ωB97M-V functional and the def2-TZVPD basis).

Output
SMILES   C[C@@H]1CN(CCCN2C(=O)COC2=O)C[C@@H](C)O1
LUMO   0.6 eV
Frontier orbital gap   8.48 eV
Charge   0
Multiplicity   1

Positions of all 38 atoms, in Å:
C 3.793 0.290 2.646
C 2.885 0.832 1.566
C 1.415 0.365 1.512
N 0.735 0.123 0.250
C -0.720 -0.071 0.340
C -1.124 -1.412 -0.285
C -2.537 -1.880 0.115
N -3.499 -0.837 -0.258
C -4.059 -0.584 -1.451
O -3.857 -1.435 -2.378
C -5.023 0.568 -1.376
O -5.018 0.901 0.027
C -4.135 0.012 0.645
O -3.809 -0.039 1.814
C 1.430 0.713 -0.884
C 2.918 0.267 -0.899
C 3.552 0.768 -2.153
O 3.538 0.777 0.261
H 4.428 1.013 3.142
H 4.412 -0.447 2.151
H 3.264 -0.302 3.376
H 2.725 1.914 1.651
H 0.746 1.133 2.066
H 1.365 -0.571 1.969
H -1.053 -0.121 1.352
H -1.183 0.888 -0.170
H -0.361 -2.228 0.095
H -1.031 -1.307 -1.306
H -2.477 -2.055 1.225
H -2.831 -2.887 -0.377
H -4.624 1.464 -1.924
H -6.042 0.332 -1.735
H 0.906 0.464 -1.790
H 1.326 1.812 -0.744
H 2.952 -0.816 -0.808
H 4.598 0.392 -2.220
H 3.389 1.771 -2.501
H 3.004 0.196 -2.945

Atomic partial charges in e from the natural (NBO) method, atoms 1 to 6: atom 1 (C): -0.64, atom 2 (C): 0.09, atom 3 (C): -0.22, atom 4 (N): -0.47, atom 5 (C): -0.21, atom 6 (C): -0.40

---

three | Entry from OMol25: one molecule with the formula C12H20N2O4 (the ωB97M-V functional and the def2-TZVPD basis).

Output
SMILES   CCCCC1([C@@H](C)OCC)C(=O)NC(=O)NC1=O
LUMO   0.6 eV
Frontier orbital gap   10.56 eV
Charge   0
Multiplicity   1

Positions of all 38 atoms, in Å:
C -1.947 3.676 1.628
C -1.805 2.389 2.480
C -1.698 1.102 1.615
C -0.518 1.097 0.581
C -0.320 -0.279 -0.156
C 0.848 -0.300 -1.193
C 1.162 1.046 -1.926
O 2.113 -0.607 -0.639
C 2.847 -1.551 -1.383
C 4.212 -1.766 -0.750
C -1.638 -0.574 -0.917
O -2.270 0.246 -1.546
N -2.202 -1.828 -1.004
C -1.712 -2.841 -0.284
O -2.270 -3.937 -0.295
N -0.620 -2.715 0.492
C -0.129 -1.464 0.821
O 0.591 -1.426 1.811
H -2.293 4.504 2.229
H -2.672 3.540 0.831
H -0.958 3.936 1.233
H -2.731 2.307 3.053
H -0.959 2.419 3.165
H -2.646 0.995 1.045
H -1.680 0.254 2.272
H 0.428 1.305 1.122
H -0.645 1.928 -0.106
H 0.558 -1.000 -1.998
H 1.750 0.824 -2.814
H 1.697 1.759 -1.318
H 0.249 1.524 -2.232
H 2.312 -2.522 -1.376
H 2.993 -1.253 -2.432
H 4.695 -2.569 -1.307
H 4.150 -2.073 0.296
H 4.788 -0.834 -0.835
H -3.130 -1.905 -1.390
H -0.550 -3.404 1.228

Atomic partial charges in e from the natural (NBO) method, atoms 1 to 6: atom 1 (C): -0.61, atom 2 (C): -0.39, atom 3 (C): -0.40, atom 4 (C): -0.39, atom 5 (C): -0.25, atom 6 (C): 0.13

---

Bottom line: three, by a margin of 11.7 kJ/mol.